{
  "formula": "C6H10O",
  "method": "ωB97M-V/def2-TZVPD",
  "energy_ha": -309.660319,
  "lumo_ev": -1.62,
  "charge": 0,
  "elements": ["O", "C", "C", "C", "C", "C", "C", "H", "H", "H", "H", "H", "H", "H", "H", "H", "H"],
  "xyz": [[-0.2853, -2.6792, -1.0268], [-0.3187, -1.5283, -0.6153], [-0.5616, -1.0468, 0.6926], [-0.6613, 0.4131, 1.0653], [0.2214, 1.3186, 0.2366], [-0.2827, 2.2904, -0.5162], [1.6978, 1.0168, 0.2852], [-0.0395, -0.6797, -1.3301], [-0.8250, -1.8141, 1.4157], [-1.5594, -0.4073, -1.0706], [-1.6827, 0.7875, 1.0079], [-0.3293, 0.5304, 2.1071], [0.3616, 2.9097, -1.1261], [-1.3586, 2.4133, -0.5278], [2.2938, 1.6273, -0.3862], [2.0402, 1.1686, 1.3143], [1.8683, -0.0288, 0.0324]],
  "forces_ev_per_angstrom": [[0.049, -0.229, 0.191], [-0.089, 0.610, -1.123], [-2.375, 0.806, -1.244], [0.970, 0.357, 0.440], [0.327, -0.090, -0.571], [-0.119, -0.462, 0.262], [-0.258, -0.098, 0.416], [0.252, -0.015, 0.082], [0.281, 0.096, 0.220], [1.048, -1.206, 1.377], [-0.016, -0.226, 0.267], [-0.165, -0.116, -0.040], [-0.168, 0.123, 0.004], [0.011, 0.343, -0.186], [-0.087, 0.155, -0.028], [0.183, -0.038, -0.098], [0.157, -0.010, 0.031]],
  "mulliken_charge": [-0.626, -0.280, -0.025, -0.904, 0.730, -0.928, -1.226, 0.303, 0.396, 0.243, 0.380, 0.377, 0.295, 0.266, 0.351, 0.318, 0.329]
}

=====

{
  "formula": "C6H7ClS",
  "method": "ωB97M-V/def2-TZVPD",
  "energy_ha": -1091.112094,
  "lumo_ev": -0.44,
  "smiles": "CC#C[C@H](C=S)CCl",
  "charge": 0,
  "elements": ["C", "C", "C", "C", "C", "C", "H", "H", "H", "H", "H", "H", "H", "S", "Cl"],
  "xyz": [[-2.7800, -2.4417, 0.1027], [-1.6238, -1.5966, -0.1145], [-0.6956, -0.8554, -0.2224], [0.4198, 0.1089, -0.3081], [0.0815, 1.5119, 0.3770], [1.6389, -0.3984, 0.4778], [-2.5926, -3.2673, 0.8231], [-3.1691, -2.9312, -0.7592], [-3.5456, -1.8433, 0.4557], [0.7729, 0.2309, -1.3389], [0.8997, 2.1870, 0.1108], [0.0872, 1.4091, 1.4471], [1.4441, -0.6367, 1.5345], [3.0957, -0.5700, -0.1461], [-1.5101, 2.1176, -0.1065]],
  "forces_ev_per_angstrom": [[1.250, -1.549, 0.415], [-0.132, -0.511, -0.001], [0.956, 0.904, -0.037], [0.252, 0.320, 0.976], [0.566, -1.188, -1.058], [-0.759, -0.100, 0.016], [0.070, 0.686, -0.231], [0.022, -0.219, -1.048], [-1.702, 1.145, 0.990], [-0.394, 0.206, 0.154], [-0.450, 0.173, -0.140], [-0.163, -0.167, 0.428], [-0.009, 0.065, -0.332], [0.303, 0.005, -0.055], [0.189, 0.230, -0.077]],
  "mulliken_charge": [-1.458, 1.125, -0.719, 0.117, -0.626, -0.358, 0.291, 0.345, 0.335, 0.338, 0.379, 0.337, 0.291, -0.216, -0.179]
}